(1)
C25H29ClN6O3 in the gas phase in a non-equilibrium geometry, computed with the ωB97M-V functional and the def2-TZVPD basis.

## Properties
total charge = 0
frontier orbital gap = 7.6 eV
energy relative to the best compared isomer or geometry (same formula, charge and spin) = 40.4 kcal per mole
max |F| = 0.0197 Eh/bohr
molar mass = 497.0 g/mol
E_HOMO = -6.9891 eV
SMILES = CCC(=O)Nc1cccc(Oc2nc(Nc3ccc(N4CCN(C)CC4)cc3OC)ncc2Cl)c1

Last column: Löwdin charge in e.
Atoms and positions in Å:
H 4.83640 -4.88396 2.70021  0.117
C -1.41933 2.59377 -2.31305  0.041
H -1.21319 4.89264 -1.19290  0.107
C 3.79605 -3.04820 2.35385  -0.468
N 2.75433 -3.62888 1.68226  0.120
H -3.36012 -0.48473 -3.60106  0.145
H 5.33237 -4.02676 1.23468  0.118
C -0.42835 2.40155 -1.33693  -0.225
H -1.50612 3.92313 1.06119  0.131
C -2.16532 1.54193 -2.80315  -0.202
C 6.20459 -3.25088 3.05090  -0.101
H -1.58129 3.58511 -2.70198  0.098
N -2.11674 -2.56929 -1.51273  0.203
H 7.09862 -3.86625 2.99065  0.071
C -0.76024 4.72635 0.90542  -0.183
C 0.97389 -1.99810 2.10550  -0.012
N -3.74820 -2.77939 -3.22010  0.122
C -0.34260 -1.62171 1.91465  -0.065
H 0.55837 0.87655 -0.16752  0.093
N 0.32398 3.48982 -0.91471  -0.102
O 3.73259 -1.99014 2.93266  0.081
H 5.93174 -3.12399 4.09504  0.077
H -1.22538 5.68288 1.15587  0.120
C 5.05836 -3.89730 2.28512  -0.170
C -1.20529 -2.38240 1.14582  -0.034
N -2.73417 -0.78124 -2.86329  0.145
N 0.40477 4.54547 1.75094  -0.233
H 0.37021 5.54948 -0.73242  0.126
H -2.23045 -2.08288 1.00280  0.121
C -0.72577 -3.53883 0.54682  -0.238
H 2.94413 -4.51078 1.22583  0.142
H 1.94763 3.18954 2.05961  0.123
C -2.27350 -3.83578 -1.19013  -0.342
H 1.63823 -1.39763 2.70303  0.098
H -3.75268 3.63629 -3.53244  0.097
O -1.53314 -4.37109 -0.21224  0.051
C -3.40943 2.93248 -4.29776  -0.082
H -0.36095 5.62308 3.35040  0.082
H 0.92862 -4.85024 0.27055  0.127
O -3.14993 1.66311 -3.75412  -0.093
H -4.20356 2.78207 -5.02778  0.095
C 1.44422 -3.17164 1.52288  -0.210
C 0.58598 -3.93906 0.73865  0.061
C -0.93129 0.03648 -1.40258  -0.008
H -0.70632 -0.71635 2.37581  0.109
H 0.39339 2.42702 1.63348  0.118
C 0.07522 4.64432 3.15505  -0.105
H -2.52840 3.34280 -4.80149  0.098
C -3.18189 -4.65264 -1.88283  -0.583
C 1.46249 3.29704 -0.04276  -0.151
H -4.62035 -4.60764 -3.48307  0.113
C -1.93611 0.23267 -2.33465  -0.155
C 1.05784 3.28714 1.43374  -0.183
C -2.85466 -2.07250 -2.51166  -0.351
H -0.73643 -0.95980 -1.04818  0.081
C -0.19482 1.09574 -0.90586  -0.023
H 1.98977 2.38295 -0.31176  0.117
C -0.33724 4.73091 -0.56811  -0.146
H 2.13662 4.14439 -0.20666  0.126
H 0.98768 4.54551 3.74106  0.083
C -3.89824 -4.04950 -2.90349  -0.148
Cl -3.38069 -6.31401 -1.46844  0.694
H -0.63762 3.87027 3.48188  0.087
H 6.42175 -2.26890 2.63945  0.077

***

(2)
A gas-phase ion, C3H7NO (charge -1) in a non-equilibrium geometry, computed with the ωB97M-V functional and the def2-TZVPD basis.

## Properties
total charge = -1
⟨S²⟩ = 0.754
multiplicity = 2
frontier orbital gap (alpha / beta) = 3.4 / 6.9 eV
energy relative to the best compared isomer or geometry (same formula, charge and spin) = 20.9 kcal per mole
max |F| = 0.0454 Eh/bohr
molar mass = 73.1 g/mol
E_HOMO (alpha / beta) = 0.7918 / -2.8820 eV

Last column: Löwdin charge in e.
Atoms and positions in Å:
H 2.08804 0.56672 -0.25693  0.054
H -2.47946 -1.07836 -0.15739  0.059
N 0.41339 -0.65427 0.13836  -0.156
C 1.71468 -0.10507 0.51292  -0.208
H 2.40976 -0.88067 0.83868  0.054
H 0.56790 -1.09392 -0.76588  0.064
H 1.62315 0.55895 1.39503  0.062
C -1.92097 -0.16344 -0.52025  -0.494
H -0.30142 1.20178 -0.68519  0.099
C -0.61742 0.35768 -0.04658  -0.352
O -2.64793 0.42796 -1.38229  -0.268
H -0.84971 0.86264 0.92952  0.088

***

(3)
2 unconnected molecules or ions with the total composition C5H12N2O2 in a non-equilibrium geometry, computed with the ωB97M-V functional and the def2-TZVPD basis.

## Properties
total charge = 0
frontier orbital gap = 9.2 eV
energy relative to the best compared isomer or geometry (same formula, charge and spin) = 120.8 kcal per mole
max |F| = 0.0848 Eh/bohr
molar mass = 132.2 g/mol
E_HOMO = -8.7173 eV

Last column: Löwdin charge in e.
Atoms and positions in Å:
H 1.58668 2.12064 -1.64190  0.047
H 1.67132 0.49669 -2.28450  0.070
H -0.11570 -0.79219 -0.17365  -0.015
H -2.70287 -1.80156 -0.42734  0.202
H -3.09458 1.18916 -0.05862  0.035
O 0.70216 -1.26071 -0.43918  -0.085
H 0.37002 0.76825 -1.31336  0.090
H 1.28867 -1.33302 2.38459  0.072
C 1.72940 -0.66012 0.36255  -0.356
H -3.28827 0.41904 -1.65551  0.119
N -1.59055 -0.42552 0.59342  0.073
H 0.70424 0.17309 1.97518  0.030
C 1.50632 -0.43881 1.84828  -0.052
H 2.35631 0.00547 2.42021  0.105
H -4.43241 0.07992 -0.02048  0.112
C -3.42254 0.33172 -0.51063  -0.079
C 2.16418 0.69074 -0.19199  -0.394
O 3.00512 1.36283 0.35293  0.080
N -2.54059 -0.72256 -0.06517  -0.252
C 1.43815 1.12646 -1.47777  0.020
H 2.66492 -1.32950 0.32294  0.176

***

(4)
C22H15BrN4O in the gas phase in a non-equilibrium geometry, computed with the ωB97M-V functional and the def2-TZVPD basis.

## Properties
total charge = 0
frontier orbital gap = 8.5 eV
energy relative to the best compared isomer or geometry (same formula, charge and spin) = 14.0 kcal per mole
max |F| = 0.1368 Eh/bohr
molar mass = 431.3 g/mol
E_HOMO = -8.0287 eV
SMILES = Nc1ccccc1-n1cc(-c2ccc(Br)cc2)n2c(=O)c3ccccc3nc12

Last column: Löwdin charge in e.
Atoms and positions in Å:
H -2.59249 -1.85845 1.94615  0.115
C -3.29106 1.18091 -2.16502  -0.044
C -1.29558 0.09075 0.47384  -0.259
C -2.13297 2.46123 -0.55304  -0.060
C -2.41120 3.59946 -1.30819  -0.021
H 0.80628 1.35965 4.62689  0.136
O -0.80650 3.49479 1.00285  0.081
N -0.82596 1.24189 1.06523  0.141
N -2.25614 0.00147 -0.38982  0.194
H -3.59838 0.12763 -2.40475  0.132
C 1.51365 1.99597 3.99793  0.000
H -0.83040 -5.48776 -1.54316  0.111
C -3.09807 3.51665 -2.44511  -0.114
C -3.57472 2.30282 -2.88456  -0.068
C 3.28306 3.62596 3.73621  -0.581
H -1.92372 4.57965 -1.02403  0.147
C 2.00411 2.78933 1.78496  -0.054
Br 4.64220 4.87952 4.49498  0.630
C 3.02854 3.50355 2.33659  -0.099
C 0.39908 -0.29624 1.95341  0.062
C 0.34519 -3.74594 -1.07090  -0.135
N -2.45344 -2.90296 1.88002  0.112
C -1.41184 -3.22816 0.92027  -0.217
N -0.59910 -0.92633 1.10614  0.051
H -3.25212 4.35271 -2.96274  0.066
C -1.49717 -4.49774 0.30993  0.006
C -0.65089 -4.65894 -0.84906  -0.051
H 1.02650 -1.79113 -0.96321  0.123
C 2.40836 2.94779 4.56494  -0.127
C -2.58792 1.19008 -0.99031  -0.238
H 0.92099 -3.98269 -1.86638  0.071
H 3.61791 4.16920 1.77524  0.084
H -2.22839 -5.20955 0.54248  0.086
C 0.26617 1.03390 1.94593  -0.092
C -0.57511 -2.20841 0.50131  -0.176
C 1.28171 1.96755 2.58051  -0.163
C -1.23610 2.42540 0.59393  -0.373
H 2.47890 3.04028 5.65559  0.105
H -2.90767 -3.61064 2.29382  0.025
C 0.35197 -2.52087 -0.53605  -0.003
H 1.93703 3.03202 0.75357  0.121
H 1.28678 -0.70410 2.40356  0.139
H -4.03046 2.37263 -3.93847  0.139

***

(5)
C9H8N2O2S in the gas phase in a non-equilibrium geometry, computed with the ωB97M-V functional and the def2-TZVPD basis.

## Properties
total charge = 0
frontier orbital gap = 7.8 eV
energy relative to the best compared isomer or geometry (same formula, charge and spin) = 58.5 kcal per mole
max |F| = 0.0243 Eh/bohr
molar mass = 208.2 g/mol
E_HOMO = -8.0015 eV
SMILES = C/C(=C/C#N)Nc1coc(O)c1C=S

Last column: Löwdin charge in e.
Atoms and positions in Å:
H 3.54332 0.78132 0.81675  0.087
C -2.59849 -0.15808 0.31455  -0.322
O -3.70597 -0.80220 -0.02488  0.163
C -0.51550 0.52676 0.76304  -0.222
H -1.67192 -2.56121 -0.43572  0.063
H -4.45967 -0.19642 0.00539  0.142
S 0.61846 -2.54197 0.08262  0.725
N 0.86446 0.57629 0.86885  0.098
C -1.41349 1.49960 1.07120  -0.022
C 3.11771 -0.04505 0.24770  -0.035
H 1.26667 0.90865 1.73140  0.157
C 1.71561 0.26920 -0.16192  -0.393
C -1.28485 -0.60287 0.27961  -0.207
N -0.91751 0.99910 -2.39385  0.170
C 1.33332 0.26029 -1.45784  -0.091
O -2.68455 1.07787 0.80285  0.104
H 2.02989 -0.05266 -2.22474  0.115
H -1.30490 2.48625 1.47105  0.129
H 3.12602 -0.93508 0.87587  0.071
H 3.74171 -0.22745 -0.62176  0.084
C 0.07885 0.65053 -1.93329  -0.259
C -0.87919 -1.91288 -0.07687  -0.557

***

(6)
2 unconnected molecules or ions with the total composition C4H6N2O in a non-equilibrium geometry, computed with the ωB97M-V functional and the def2-TZVPD basis.

## Properties
total charge = 0
frontier orbital gap = 8.5 eV
energy relative to the best compared isomer or geometry (same formula, charge and spin) = 138.6 kcal per mole
max |F| = 0.0324 Eh/bohr
molar mass = 98.1 g/mol
E_HOMO = -8.4265 eV
SMILES = [H]/N=C1\CC1=O.C=N

Last column: Löwdin charge in e.
Atoms and positions in Å:
C 0.09283 1.56939 0.29121  -0.076
H 0.93862 1.44112 0.96300  0.095
H -0.33193 -1.16584 1.48999  0.119
N 1.90323 -0.70479 -0.83212  0.139
N -1.13042 1.31938 0.75837  0.028
C -0.85245 -0.26638 -0.43686  -0.423
H -0.42128 -2.35455 0.09260  0.126
H 2.34869 -1.57931 -0.53029  0.061
H -1.83565 1.70251 0.12925  0.072
C -0.22974 -1.33648 0.42433  -0.009
C 0.77363 -0.53825 -0.31282  -0.338
H 0.29496 2.12453 -0.62588  0.113
O -1.55048 -0.21132 -1.41079  0.095